The following is a quantum chemistry calculation of 9 unconnected molecules or ions with the total composition C36H72O9 in a non-equilibrium geometry, from the OMol25 dataset.

```
! wB97M-V def2-TZVPD RIJCOSX def2/J DEFGRID3
* xyz 0 1
C 2.1331 -1.4041 -3.6507
C 2.0916 -0.1927 -2.7390
C 3.2922 -0.4330 -1.8981
O 4.2349 -1.1196 -2.6991
C 3.4792 -2.0676 -3.4950
H 1.9757 -1.0653 -4.6746
H 1.2638 -2.0390 -3.4788
H 1.2376 0.0304 -2.0994
H 2.1274 0.7816 -3.2264
H 3.1368 -0.9848 -0.9711
H 3.8785 0.4459 -1.6298
H 3.4458 -2.9142 -2.8093
H 3.9908 -2.2539 -4.4393
C 5.2246 -0.0675 3.3772
C 4.5489 0.4586 2.0619
C 5.7120 0.1377 1.1311
O 6.3062 -0.9775 1.5545
C 6.2752 -1.0715 2.9599
H 4.4540 -0.4241 4.0607
H 5.7325 0.7806 3.8364
H 4.4118 1.5391 2.1048
H 3.6032 -0.0347 1.8372
H 6.4536 0.9359 1.1631
H 5.4320 0.0000 0.0867
H 7.1317 -0.7337 3.5433
H 5.9829 -2.0547 3.3286
C 3.4362 4.9859 0.1526
C 4.1794 4.1851 -0.9025
C 5.6490 4.5618 -0.6023
O 5.6141 4.9073 0.8226
C 4.2764 4.8073 1.3964
H 2.4752 4.4944 0.3043
H 3.1424 6.0094 -0.0803
H 3.9080 4.4242 -1.9307
H 4.0062 3.1209 -0.7421
H 6.1180 5.4530 -1.0193
H 6.1561 3.6228 -0.8242
H 4.0434 5.5384 2.1706
H 4.1321 3.8004 1.7881
C -0.9885 1.0404 3.4122
C -0.5494 1.6044 4.6985
C -1.6503 1.0864 5.6583
O -2.3871 0.1098 4.9912
C -1.6912 -0.2983 3.8115
H -0.2917 0.7683 2.6194
H -1.7610 1.7184 3.0493
H -0.5826 2.6934 4.6646
H 0.4409 1.2344 4.9639
H -2.3637 1.8811 5.8760
H -1.2663 0.7196 6.6103
H -2.3791 -0.6880 3.0612
H -0.9438 -1.0767 3.9654
C -2.9521 -4.2026 -4.3179
C -2.8412 -4.3224 -2.8129
C -1.3087 -4.2334 -2.5968
O -0.9941 -3.1808 -3.5331
C -1.8104 -3.2666 -4.7521
H -3.9324 -3.8303 -4.6155
H -2.8623 -5.1437 -4.8605
H -3.1686 -5.2426 -2.3290
H -3.3434 -3.4605 -2.3735
H -0.7602 -5.1510 -2.8099
H -1.0189 -3.9975 -1.5729
H -1.1245 -3.6024 -5.5299
H -2.0699 -2.2331 -4.9816
C -1.6661 1.3011 -1.8510
C -2.1844 -0.0611 -1.3258
C -1.7400 -0.0711 0.0569
O -1.9619 1.2801 0.3206
C -1.6026 2.2606 -0.6936
H -2.2416 1.6232 -2.7188
H -0.6900 1.3145 -2.3360
H -1.8341 -0.8987 -1.9289
H -3.2719 -0.1341 -1.3379
H -0.6965 -0.3378 0.2245
H -2.4443 -0.7203 0.5771
H -0.5811 2.6370 -0.6393
H -2.3673 3.0247 -0.8333
C -0.0717 -4.8675 1.0985
C 1.2897 -4.4772 0.5269
C 1.4167 -2.9220 0.7507
O 0.4717 -2.6855 1.7796
C -0.6496 -3.5345 1.5646
H 0.0780 -5.5513 1.9341
H -0.6059 -5.3921 0.3063
H 1.3873 -4.7962 -0.5108
H 2.1777 -4.9305 0.9674
H 1.0588 -2.3039 -0.0727
H 2.3962 -2.5122 0.9970
H -1.2812 -2.9975 0.8569
H -1.1802 -3.7787 2.4849
C -1.4537 6.3329 0.7695
C -1.5847 5.0993 1.7508
C -0.1641 4.6855 2.1628
O 0.6138 5.7514 1.6223
C 0.0049 6.3396 0.4756
H -1.6774 7.2361 1.3371
H -2.0737 6.2467 -0.1228
H -2.1053 4.3419 1.1649
H -2.2066 5.4471 2.5756
H 0.1999 3.7545 1.7281
H 0.0656 4.5555 3.2204
H 0.3561 5.8276 -0.4202
H 0.3456 7.3749 0.4624
C -6.5474 -3.3533 -2.2382
C -7.9662 -3.5570 -1.8137
C -7.9796 -2.8177 -0.5357
O -7.2574 -1.6637 -0.8538
C -6.2664 -1.8948 -1.8335
H -6.5143 -3.5238 -3.3143
H -5.8857 -4.0105 -1.6740
H -8.2099 -4.6147 -1.7146
H -8.6842 -3.2271 -2.5646
H -7.5822 -3.4103 0.2883
H -9.0262 -2.5240 -0.4551
H -5.2232 -1.7069 -1.5793
H -6.4753 -1.2675 -2.7001
*
```

ΔE to the lowest compared entry with this formula, charge and spin = 99.51 kcal/mol
LUMO = 0.494 eV
SMILES = C1CCOC1.C1CCOC1.C1CCOC1.C1CCOC1.C1CCOC1.C1CCOC1.C1CCOC1.C1CCOC1.C1CCOC1
calculated total energy = -2091.74391 Ha
frontier orbital gap = 9.745 eV

Here are the Löwdin charges for atoms 1 to 6, given in e: -0.16 -0.16 -0.24 -0.15 -0.16 0.11